Entry 1:
# C43H34I2N5NaO

A molecular structure, C43H34I2N5NaO (ωB97M-V with the def2-TZVPD basis set, OMol25).

Positions of all 86 atoms, in Å:
C -2.88 0.42 1.31
N 1.50 -1.02 1.61
H 2.72 -3.23 -5.35
N 0.88 2.44 1.24
C 0.43 1.94 2.38
H 4.11 -6.36 -0.54
C 4.61 -3.67 -4.42
C 4.45 -4.27 -2.08
H -1.52 -2.30 -2.29
H 3.21 2.18 4.30
H -3.63 -3.58 1.89
N -1.63 1.20 1.18
H -3.68 -1.24 2.37
C 2.55 2.28 3.45
C 5.20 -4.03 -3.21
C -2.59 -2.08 0.74
H -1.96 -1.12 2.54
H -1.59 2.14 3.08
H 1.37 -5.54 3.46
H 0.00 0.55 -3.17
H 4.27 -1.31 4.27
C 2.15 2.85 1.18
H -2.97 2.71 0.57
C -2.77 -1.02 1.81
C -1.60 2.39 -1.03
H 0.85 1.39 4.42
H 0.91 -4.30 1.42
H 4.59 -7.56 1.49
H -3.33 0.39 0.32
H -1.98 4.30 -3.80
N -2.00 -1.67 -0.37
H 3.26 -7.18 3.56
C 4.19 0.60 -0.22
C -0.59 1.39 -2.82
C 3.04 -4.17 -2.07
H -3.71 -5.14 -0.10
C 1.27 -1.60 2.77
C 3.79 -6.82 1.50
C -1.68 3.48 -3.16
H 2.02 -2.25 4.68
H 4.05 3.11 2.13
C -1.91 2.42 0.45
C -0.11 -3.09 -1.02
C -0.94 2.42 -3.68
H 6.15 1.05 0.49
C -3.11 -4.24 -0.14
H -0.64 2.39 -4.72
C 3.05 -6.62 2.65
C 2.74 -0.54 1.34
H 5.21 -3.47 -5.30
C -1.54 -2.74 -1.28
C 1.24 1.85 3.52
C 2.19 -4.37 -0.91
C 2.47 -3.77 -3.31
C 5.03 0.01 1.97
I 6.59 0.09 3.35
Na -0.01 -0.51 -0.22
C -2.02 3.46 -1.82
H 6.29 -4.10 -3.14
H 4.98 -4.48 -1.16
C 5.21 0.59 0.74
H 0.26 -1.98 2.92
C 0.93 -3.72 -0.96
C -2.47 -3.92 -1.28
I 4.53 1.56 -2.03
H 1.40 -3.64 -3.35
C 3.54 -6.11 0.34
H 2.49 3.20 0.21
C 2.25 -1.74 3.76
C 2.52 -5.12 0.26
C -3.08 -3.36 0.99
H -0.97 0.50 3.01
C 2.91 0.05 0.00
H -3.56 0.98 1.98
C -1.00 1.44 2.45
C 2.00 -5.70 2.59
C 3.23 -3.53 -4.43
C 3.02 2.80 2.25
H -1.32 3.24 0.86
N -0.92 1.37 -1.53
C 3.78 -0.59 2.30
O 1.98 0.07 -0.83
C 3.49 -1.22 3.52
C 1.74 -4.99 1.44
H -2.59 4.27 -1.38
H -2.50 -4.56 -2.16

Results
Total charge: -2
HOMO-LUMO gap: 3.45 eV
Relative energy (zero: lowest compared OMol25 entry of this formula, charge and spin): 0.399 eV
Multiplicity: 1
DFT total energy: -2765.713021 hartree
Strongest force on any atom: 0.6 eV Å⁻¹
LUMO level: 3.45 eV

***

Entry 2:
# C43H34N3P2ReS2

A molecular structure, C43H34N3P2ReS2 (ωB97M-V with the def2-TZVPD basis set, OMol25).

Positions of all 85 atoms, in Å:
C 1.26 -0.14 -3.87
C 0.00 -0.40 0.83
H -1.21 -5.21 5.22
P -1.42 -1.41 1.10
H -6.24 -0.73 1.36
C 3.28 1.49 -5.59
C -2.88 -0.42 1.38
C 1.35 -0.08 -5.25
H -6.06 1.65 2.00
C -1.99 3.42 -0.80
C -5.27 -0.27 1.47
H 0.27 -0.48 -7.06
N 2.48 4.49 -2.73
H -1.50 -1.14 3.93
C 3.77 0.53 2.25
H 4.34 5.28 -3.17
C -3.92 1.66 1.97
H -1.80 1.38 1.85
C -1.34 -3.13 4.72
H 1.53 2.69 4.55
S -1.29 -2.08 -0.82
H 2.71 -6.00 3.20
H -3.84 2.70 2.25
H 0.69 3.52 -2.52
H 1.98 -3.42 -0.13
N 1.83 2.53 -3.92
H 4.87 3.56 -4.90
C 3.63 4.49 -3.40
H -1.16 -4.32 1.04
S 2.36 -0.65 -0.78
H -4.99 4.88 -1.33
H -4.21 -2.07 0.98
N 0.13 -0.42 -3.22
H -3.83 0.82 -2.01
C -2.77 0.92 1.75
H 2.94 -0.20 -6.73
H -5.55 2.60 -2.09
C -1.24 -4.48 4.42
C 2.42 -3.93 3.68
C -1.33 1.10 -1.19
C -2.31 2.12 -1.23
C -4.23 4.10 -1.29
C -2.96 4.40 -0.82
C 2.59 0.40 -5.90
C -1.40 -2.20 3.70
C -5.16 1.07 1.82
H 2.42 -5.68 0.77
C 2.39 0.37 2.23
C 3.93 3.53 -4.36
H -0.99 3.63 -0.45
H 3.98 2.98 4.57
Re 0.02 -0.02 -1.09
H 2.14 -1.82 3.86
C -1.22 -3.99 2.07
C 2.99 2.54 -4.58
H -1.11 -5.97 2.88
C 1.64 3.51 -3.05
C 3.53 2.24 3.92
H 2.13 0.08 -3.27
P 1.68 -0.86 1.15
C 2.10 -3.57 0.93
C -3.60 1.82 -1.69
C -1.18 -4.91 3.10
C -0.97 -0.76 -3.94
C 2.02 -2.48 1.80
C 2.34 -4.83 1.44
C -4.56 2.82 -1.73
H -1.86 -0.96 -3.37
C 2.18 -2.66 3.18
C -1.33 -2.63 2.37
H 4.17 1.68 -6.18
H -1.40 -2.80 5.75
C -4.13 -1.02 1.25
C 1.57 1.15 3.06
H -1.82 -1.12 -5.85
C 2.15 2.08 3.90
H 0.50 1.02 3.04
C 4.34 1.47 3.09
C 0.23 -0.47 -5.98
H 4.41 -0.07 1.61
H 5.41 1.61 3.11
H 2.55 -4.08 4.74
C 2.50 -5.01 2.81
H -2.73 5.40 -0.49
C -0.93 -0.82 -5.31

Results
Total charge: +2
HOMO-LUMO gap (alpha / beta): 6.33 / 6.32 eV
Multiplicity: 1
DFT total energy: -3380.115428 hartree
Strongest force on any atom: 0.6 eV Å⁻¹
LUMO level (alpha / beta): -7.25 / -7.26 eV

***

Entry 3:
# C43H35Cl2IN9O2Pb

A molecular structure, C43H35Cl2IN9O2Pb in a non-equilibrium geometry (ωB97M-V with the def2-TZVPD basis set, OMol25).

Positions of all 93 atoms, in Å:
N -2.86 0.96 0.59
C 1.77 5.61 2.24
C 1.16 5.16 -2.68
C 1.22 0.35 5.48
C 2.70 -0.84 1.85
H 0.47 4.97 -3.49
H 1.08 6.35 2.63
C -1.17 -2.20 2.33
N -5.44 1.70 -0.02
Cl 3.08 1.66 -1.14
C -3.52 1.83 1.34
C 0.66 -1.55 -2.24
H 3.49 -1.08 -0.71
H 1.65 -6.25 0.20
C -0.84 -1.51 -2.12
C 3.29 -1.75 -2.74
C -3.34 -3.38 -5.17
I 4.42 0.36 2.40
H 0.97 -0.43 6.19
H 2.90 3.26 5.18
C 0.65 -3.93 2.45
H 4.22 6.46 -2.09
C 0.75 0.29 4.18
C 4.73 2.23 -0.76
C 2.90 5.69 -0.59
N -1.44 -0.67 -1.27
H -2.02 -1.95 1.68
N 2.47 -2.03 -3.73
H -0.17 4.44 -1.16
H 2.70 6.11 1.98
C -0.39 -3.35 1.73
C -2.95 -2.32 -2.95
H -3.87 -4.32 -7.03
C 0.05 -4.85 -0.10
Pb 0.88 0.45 0.82
N -0.29 -1.03 2.45
C 3.27 5.99 -1.89
C 2.04 1.41 5.84
C 2.40 5.72 -2.94
C -4.15 -4.14 -6.00
C 1.38 -4.97 1.90
C 1.80 3.43 2.70
C 2.81 -1.33 -1.51
C 0.80 4.87 -1.38
H 3.60 5.93 0.21
C 1.77 2.28 3.64
H -1.45 -3.45 4.14
O 2.03 4.63 3.25
C -4.76 0.87 -0.80
C -3.75 -3.17 -3.85
H -5.28 -3.66 -2.41
C 1.67 5.13 -0.32
C -5.66 -4.51 -4.34
H -5.25 0.59 -1.72
N 1.41 3.39 1.50
H -2.66 -2.16 3.97
H 5.28 1.41 -0.32
C 1.18 -1.93 -3.49
C 1.08 -5.43 0.62
H 3.11 -1.60 1.18
C -3.48 0.42 -0.45
H 4.65 3.07 -0.08
H -1.06 -3.04 -3.62
H 2.43 -1.35 2.78
O -0.78 -1.54 4.56
C -4.94 -3.76 -3.43
H -5.43 2.78 1.73
N -5.28 -4.70 -5.60
C 2.30 2.40 4.92
N 1.52 -1.21 -1.25
H 0.88 -3.59 3.45
H 2.18 -5.43 2.47
H -1.50 -3.37 -0.10
C 1.18 4.79 1.07
H -2.97 2.27 2.17
C -0.12 -0.79 3.68
H -4.64 -1.39 -2.04
H 0.54 -2.12 -4.34
H 0.09 4.90 1.05
C -3.56 -1.44 -2.08
C -0.68 -3.81 0.46
H 2.45 1.47 6.84
Cl 5.56 2.74 -2.23
C -1.62 -2.43 3.79
H -2.44 -2.93 -5.55
C -4.84 2.15 1.07
H 4.35 -1.87 -2.94
N 1.04 1.22 3.27
H -0.18 -5.22 -1.09
H -6.59 -4.99 -4.05
C -2.79 -0.61 -1.28
H 2.69 5.96 -3.96
C -1.56 -2.34 -2.97

Results
Total charge: +1
HOMO-LUMO gap: 7.37 eV
Relative energy (zero: lowest compared OMol25 entry of this formula, charge and spin): 0.562 eV
Multiplicity: 1
DFT total energy: -3713.640204 hartree
Strongest force on any atom: 1.4 eV Å⁻¹
LUMO level: -2.88 eV

***

Entry 4:
# C43H35CsN7O3S

A molecular structure, C43H35CsN7O3S in a non-equilibrium geometry (ωB97M-V with the def2-TZVPD basis set, OMol25).

Positions of all 90 atoms, in Å:
C -1.56 0.81 4.86
H 3.11 2.07 0.67
C -1.48 3.81 3.52
C 3.69 -3.15 1.58
S -2.80 -0.08 -1.04
C 2.10 1.45 -3.33
Cs 0.62 0.04 -0.29
H 3.86 2.42 -4.03
H -2.68 2.34 -0.91
C 1.31 4.10 3.35
C -0.31 -2.49 -2.33
C -2.66 1.95 1.90
O -0.03 0.59 -2.67
H -3.45 4.18 4.32
H 3.25 4.82 3.96
H -1.74 1.62 -2.24
C -1.87 -3.47 0.76
C 4.13 -2.49 0.44
C -0.77 3.06 2.54
C -1.30 -1.06 3.40
C 6.13 -3.84 0.46
H -1.21 -5.59 -3.33
H 6.27 -5.30 2.02
H -2.90 -3.02 4.41
C -2.64 -3.16 3.37
C 0.57 4.81 4.32
H -2.18 1.45 5.48
C 0.53 0.18 3.94
C -1.39 -3.57 -0.62
H 0.28 1.83 5.30
C -0.79 4.68 4.39
C 0.66 1.43 -3.33
C 3.38 3.44 2.33
N 1.32 2.57 1.48
O 2.81 -0.52 0.62
C 3.32 -1.38 -0.14
C 4.45 -4.17 2.13
H -3.20 -0.39 4.15
H -2.06 -0.61 -3.23
H 0.20 4.15 -5.37
H 4.10 -4.69 3.01
C 0.66 3.24 2.43
H -3.07 -5.28 0.79
C 2.12 3.40 -4.79
H 1.10 5.45 5.01
C -2.13 -0.23 4.15
C -1.09 -4.71 -2.71
H 2.74 -2.87 2.02
H 0.18 -1.58 -2.66
N 3.20 -1.47 -1.45
C -0.20 1.03 4.76
H -3.52 1.80 -2.39
C -1.55 -4.72 -1.40
C 2.71 4.18 3.27
C -3.08 -4.27 2.67
C 2.62 2.66 1.44
C 2.77 2.43 -4.05
N 0.01 -0.84 3.30
H 2.68 4.14 -5.34
C -2.87 3.60 3.61
H -3.83 -0.36 -3.19
N -1.45 -2.41 1.44
H -1.06 2.45 -4.14
H -2.02 -5.60 -1.00
C -0.46 -3.58 -3.19
N -0.77 -2.49 -1.10
C -2.69 1.61 -1.71
C -1.82 -2.24 2.70
C -3.46 2.66 2.81
N -1.37 2.16 1.75
H -3.09 1.19 1.27
C 5.36 -2.84 -0.11
H -3.13 -1.89 -2.59
H 1.60 0.31 3.80
C 0.03 2.44 -4.11
C -2.71 -4.43 1.35
C 0.73 3.39 -4.81
N 2.46 -0.61 -2.15
H -1.35 5.22 5.14
H 7.10 -4.08 0.03
H -0.09 -3.53 -4.21
O -4.15 -0.20 -0.43
H 5.70 -2.31 -0.99
H -4.52 2.44 2.87
H 4.45 3.45 2.26
H 3.92 0.83 -2.35
C 5.67 -4.51 1.57
C 2.88 0.52 -2.55
C -2.98 -0.82 -2.70
H -3.71 -5.01 3.14

Results
Total charge: -1
HOMO-LUMO gap: 5.61 eV
Multiplicity: 1
DFT total energy: -2686.985381 hartree
Strongest force on any atom: 3.4 eV Å⁻¹
LUMO level: 1.95 eV

***

Entry 5:
# C43H36AsBF7N6O3STi

A molecular structure, C43H36AsBF7N6O3STi in a non-equilibrium geometry (ωB97M-V with the def2-TZVPD basis set, OMol25).

Positions of all 99 atoms, in Å:
H -1.84 1.43 -4.23
F 6.66 4.80 -2.95
C 1.06 -4.14 3.14
H 4.64 -4.18 2.30
C 0.25 4.92 2.25
N 2.13 1.26 2.08
H -2.00 3.13 -3.79
H -2.67 1.04 0.62
C 4.11 5.11 -2.27
C 2.21 3.61 2.72
C -3.72 -4.13 -0.58
C -1.27 -3.17 -2.52
C -0.27 -4.52 -4.25
N 0.54 2.76 1.25
H 0.39 -4.49 -2.22
C -2.08 -2.52 -3.43
H -3.11 1.86 5.48
C -1.12 -1.86 3.54
H -3.07 -4.90 -0.98
C -1.43 2.20 -3.57
C 4.00 -2.47 1.12
C -1.88 1.01 3.99
C -1.79 1.83 -2.12
H 0.48 2.56 -2.93
Ti -0.06 0.23 0.10
F 1.24 0.07 -1.34
C -5.01 -4.41 -0.16
C 3.95 -3.36 2.26
F 0.13 -0.63 -3.34
H -0.50 -5.23 4.00
C -1.73 0.67 2.58
H -1.15 -4.30 -6.21
F 6.39 2.60 -3.12
H -0.35 5.79 2.47
C -0.22 -4.25 3.59
H -1.08 0.69 4.68
H 3.45 -0.59 0.22
C -3.26 -2.82 -0.59
C -1.17 -3.96 -5.18
H -5.37 -5.42 -0.12
H 1.51 -2.56 4.40
H -4.96 2.52 3.87
C 4.70 3.89 -2.00
H -6.85 -3.54 0.53
H 3.43 -3.69 4.31
B 1.42 -0.37 -2.81
H 4.78 5.90 -2.64
H -5.98 -1.16 0.40
H 0.99 4.32 -1.30
H -2.75 -1.66 -3.16
C 2.76 5.31 -2.07
H -2.22 -3.70 3.93
N -0.01 2.49 -3.82
C 1.74 -2.82 3.35
C -5.37 -2.01 0.10
C -3.00 1.65 4.42
H -2.70 -2.48 -5.54
C -4.06 -1.74 -0.27
H -4.65 2.05 1.50
H -3.66 -0.73 -0.33
C -0.19 -1.19 2.68
O -3.02 1.73 -1.95
S 4.60 1.34 -0.99
H 0.49 -5.21 -4.50
N -0.70 -0.13 2.04
C 3.86 2.81 -1.45
N 2.55 3.03 -1.25
As -1.32 -2.72 -0.63
C -3.87 1.76 2.20
H 4.75 -2.63 0.36
H 0.13 3.39 -4.30
F 7.04 3.47 -1.26
C -0.34 -4.12 -2.92
N 1.64 0.34 1.34
C 2.05 4.24 -1.53
F 2.31 -1.42 -2.62
H 2.29 6.29 -2.28
C 3.17 -3.22 3.36
O -1.21 -0.92 -0.47
C -0.17 3.89 1.46
O -0.82 1.65 -1.30
C 1.51 4.79 2.88
H -1.90 -1.20 3.89
C -2.06 -2.95 -4.77
H 1.65 -5.06 2.99
C 1.17 -1.68 2.50
C -5.85 -3.33 0.20
C 2.04 -0.99 1.67
H 1.89 5.56 3.54
C -2.72 1.16 1.69
C 6.15 3.67 -2.30
C 1.62 2.49 2.02
C 3.22 -1.36 0.95
H -1.12 3.92 0.92
H 3.23 3.48 3.09
C -4.04 2.01 3.54
H 0.51 1.78 -4.33
F 2.06 0.67 -3.52
C -1.24 -3.25 3.72

Results
HOMO-LUMO gap (alpha / beta): 3.97 / 4.17 eV
Relative energy (zero: lowest compared OMol25 entry of this formula, charge and spin): 5.914 eV
Multiplicity: 2
DFT total energy: -6421.877139 hartree
Strongest force on any atom: 5.0 eV Å⁻¹
LUMO level (alpha / beta): -2.14 / -1.94 eV